(1)
Entry from the Open Molecules 2025 dataset: C31H46N5O2S3SeSiZr as an isolated structure (the ωB97M-V functional and the def2-TZVPD basis).

Computed properties:
Molecular weight   815.21 g/mol
Energy   -5564.85480 Eh
Net charge   +3
HOMO-LUMO gap   7.4 eV

XYZ file:
```
90
Properties=species:S:1:pos:R:3:forces:R:3
Zr 0.700503 -0.429633 -0.262499 0.666 0.103 -0.491
C 3.197159 0.808945 1.658258 -0.125 -0.418 0.477
C 2.368766 -0.146530 2.539022 0.391 0.440 -0.015
N 1.764304 -1.238982 1.749076 -0.276 -0.238 0.281
C 2.601267 -2.448438 1.624693 0.282 -0.332 -0.137
C 3.798854 -2.265932 0.701572 -0.221 -0.044 -0.182
S 3.349202 -1.571443 -0.947270 0.003 0.396 0.380
C 4.408806 -0.081282 -1.009990 -0.280 -0.090 -0.059
C 3.599181 1.182544 -0.732044 0.202 -0.028 -0.453
N 2.579809 0.983253 0.322541 -0.300 0.500 -0.156
H 4.202722 0.407838 1.528892 -0.111 0.084 -0.072
H 3.312425 1.760625 2.189970 -0.026 -0.077 -0.220
H 1.562233 0.416028 3.021818 0.119 -0.192 -0.079
H 3.012284 -0.545391 3.335412 -0.187 0.070 -0.082
H 0.929633 -1.548257 2.254723 0.163 0.125 -0.064
H 1.953939 -3.245627 1.241952 0.077 0.137 0.135
H 2.980845 -2.776296 2.604164 -0.157 0.104 -0.131
H 4.270412 -3.232993 0.528094 0.011 0.006 0.034
H 4.550666 -1.622016 1.147830 0.051 0.022 -0.040
H 4.831948 -0.042579 -2.015034 -0.026 0.045 0.084
H 5.238803 -0.226311 -0.321319 -0.010 -0.056 -0.004
H 3.061789 1.467190 -1.640235 0.135 0.011 0.221
H 4.290839 1.993380 -0.462327 -0.191 -0.083 -0.045
H 2.038112 1.850386 0.321457 0.321 -0.109 0.083
O -0.909041 -1.088609 0.888647 0.060 -0.186 0.052
S -2.431300 -1.021760 0.653472 -1.582 -0.007 1.265
C -3.114731 0.152566 1.904253 0.440 -0.217 -0.095
C -2.575191 0.058129 3.317610 0.314 -0.078 -0.091
C -1.150457 0.610113 3.440125 0.090 -0.262 0.046
C -1.059380 2.104508 3.130156 0.297 -0.245 -0.224
S 0.101200 2.466443 1.721938 -1.090 0.797 0.393
O -0.154001 1.373158 0.655268 0.036 -0.161 -0.072
C -0.728019 3.948451 1.117357 0.282 -0.190 -0.097
C -0.388736 5.170255 1.682624 0.137 -0.166 0.096
C -1.048400 6.311093 1.252948 -0.028 -0.069 0.021
C -2.015266 6.224759 0.260346 0.042 -0.067 0.061
C -2.337894 4.995533 -0.298134 0.013 -0.056 0.075
C -1.695004 3.844717 0.131576 -0.049 -0.274 0.058
C -2.982089 -2.580977 1.363076 0.180 0.044 -0.284
C -2.062074 -3.428435 1.953236 0.347 0.147 0.024
C -2.476687 -4.656046 2.441177 -0.070 0.016 -0.010
C -3.803631 -5.037347 2.319278 0.014 0.093 0.007
C -4.718380 -4.186232 1.715334 0.047 0.082 0.007
C -4.310157 -2.955571 1.224599 -0.014 0.176 -0.073
H -4.182744 -0.054668 1.891958 -0.140 -0.072 -0.242
H -2.947899 1.139128 1.471710 -0.096 0.032 -0.143
H -2.589228 -0.984502 3.644567 -0.045 0.052 0.084
H -3.238380 0.615911 3.982903 -0.062 -0.067 -0.037
H -0.527851 0.058877 2.730918 -0.055 0.043 0.315
H -0.788961 0.407022 4.449708 0.073 0.071 -0.071
H -0.637717 2.667933 3.961356 0.064 0.136 -0.030
H -2.031576 2.531846 2.894346 0.079 0.157 -0.206
H 0.368069 5.231430 2.450198 0.131 0.077 0.088
H -0.806538 7.263254 1.698721 0.042 0.083 0.003
H -2.519276 7.118297 -0.075204 -0.040 0.057 -0.028
H -3.094943 4.928792 -1.063764 -0.043 0.003 -0.098
H -1.919752 2.876465 -0.297043 -0.063 0.059 -0.083
H -1.024246 -3.129736 2.017881 0.003 -0.061 0.050
H -1.765301 -5.309575 2.918922 0.089 -0.104 0.037
H -4.125312 -5.996596 2.692613 -0.047 -0.088 0.043
H -5.750162 -4.480789 1.626444 -0.162 -0.033 -0.050
H -5.012516 -2.296190 0.737317 -0.203 0.038 -0.061
Se -2.841610 -2.026023 -2.896473 0.251 0.271 0.328
N -2.079004 -3.415259 -3.549870 0.239 -1.166 -0.843
C -0.929847 -3.653183 -2.931013 -0.443 0.685 0.289
C -0.017670 -4.683181 -3.209387 0.502 -0.202 0.219
C 1.098212 -4.741599 -2.410149 -0.451 -0.298 -0.452
C 1.294333 -3.803131 -1.388297 -0.223 0.657 0.362
N 0.498197 -2.765938 -1.119192 0.455 -0.074 -0.026
C -0.619897 -2.711335 -1.886272 -1.468 0.236 -0.623
N -1.533853 -1.750109 -1.734633 0.831 -0.286 0.372
H -0.207960 -5.376061 -4.012757 0.031 -0.142 -0.098
H 1.844193 -5.506617 -2.560870 0.030 -0.061 0.053
H 2.168039 -3.918601 -0.762707 0.074 0.033 -0.040
C 0.286245 1.078935 -5.247801 0.241 0.276 0.804
Si 0.659513 1.789545 -3.516180 -0.234 0.369 -0.572
C 2.290786 2.780223 -3.551228 -0.662 -0.504 0.068
C -0.740923 2.996934 -3.048898 0.636 -0.512 -0.092
C 0.592710 0.277451 -2.335953 0.535 0.277 0.280
H 0.228199 1.872189 -5.984533 -0.007 0.218 -0.137
H -0.665998 0.553832 -5.263247 -0.160 -0.075 0.055
H 1.052866 0.385918 -5.581136 0.167 -0.137 -0.022
H 2.210271 3.482882 -4.374903 -0.058 0.149 -0.192
H 3.172771 2.179341 -3.749631 0.167 -0.151 -0.038
H 2.454870 3.373696 -2.655844 0.013 0.070 0.183
H -0.927574 3.663236 -3.884645 -0.011 0.113 -0.222
H -0.486660 3.621471 -2.199389 0.102 0.071 0.168
H -1.673510 2.484358 -2.831958 -0.203 -0.147 0.032
H 1.189724 -0.517121 -2.832114 -0.137 0.094 -0.064
H -0.467355 -0.011975 -2.468112 0.280 0.097 0.010
```
Positions in Å, forces in eV/Å.

=====

(2)
Entry from the Open Molecules 2025 dataset: C22H39Br2GeNOPdSeSi2 as an isolated structure (the ωB97M-V functional and the def2-TZVPD basis).

Computed properties:
Molecular weight   807.53 g/mol
Energy   -11325.00616 Eh
Net charge   -2
HOMO-LUMO gap   4.1 eV

XYZ file:
```
70
Properties=species:S:1:pos:R:3:forces:R:3
Pd 1.435180 0.560685 0.370506 -0.279 0.156 0.255
C 0.455735 2.336609 -2.037407 0.069 0.026 -0.011
C -0.096290 2.954830 -0.786055 -0.129 0.073 -0.031
C -0.594303 4.271508 -0.813229 -0.001 -0.033 0.002
C -1.133021 4.819871 0.313127 0.006 0.024 0.039
C -1.214167 4.055109 1.495171 -0.040 0.023 -0.017
C -1.793136 4.517363 2.701145 0.025 -0.061 -0.030
Br -2.526196 6.279279 2.821196 -0.014 0.035 -0.001
C -1.854329 3.704048 3.803029 0.001 -0.016 0.039
C -1.349863 2.413799 3.758121 -0.064 0.006 0.010
Br -1.507974 1.329648 5.315907 -0.001 0.004 -0.008
C -0.762911 1.814632 2.607421 0.152 0.014 0.028
O -0.350157 0.647116 2.549875 -0.165 0.005 -0.026
C -0.692718 2.736235 1.446913 -0.028 -0.074 -0.007
N -0.127854 2.232276 0.320708 0.235 -0.093 -0.207
H 0.950399 3.087360 -2.658423 -0.022 0.012 -0.013
H -0.349624 1.885145 -2.626997 0.004 -0.017 0.011
H 1.174018 1.553418 -1.765006 -0.020 -0.016 0.030
H -0.538360 4.838586 -1.734872 0.003 0.008 0.003
H -1.511403 5.833908 0.312131 -0.002 -0.001 -0.009
H -2.303187 4.064754 4.719428 0.000 0.004 -0.003
C 1.078976 -1.749683 -1.787610 0.001 -0.010 0.005
Si 2.790353 -1.270872 -1.046955 0.246 -0.170 -0.186
C 3.582372 -3.031208 -1.125781 0.027 0.029 0.006
C 3.622144 -0.371639 -2.505392 -0.031 0.008 -0.007
C 3.200546 -0.609279 0.591857 -0.472 0.201 0.024
Si 3.991253 0.947663 1.128035 0.209 -0.071 -0.008
C 5.026759 1.772992 -0.238493 -0.004 0.016 0.004
C 5.282593 0.432619 2.453558 0.025 -0.010 -0.034
C 3.225762 2.454272 2.032207 0.030 -0.014 0.031
H 1.240270 -2.370479 -2.680661 -0.029 -0.010 -0.005
H 0.486964 -0.875815 -2.071471 0.017 0.010 0.016
H 0.485843 -2.330242 -1.075146 0.011 -0.001 0.023
H 3.465054 -3.513407 -2.103608 -0.003 -0.002 -0.007
H 3.119369 -3.680939 -0.374784 0.000 -0.001 0.006
H 4.648752 -2.966773 -0.888603 0.004 -0.010 -0.006
H 3.470909 -0.959119 -3.418256 0.003 0.005 -0.013
H 4.696430 -0.254946 -2.347667 0.004 -0.013 0.006
H 3.197918 0.622292 -2.665882 0.008 0.000 0.000
H 2.970164 -1.284976 1.425686 0.121 -0.061 -0.015
H 5.709996 1.057601 -0.702529 0.014 0.004 0.001
H 5.619632 2.587722 0.192144 -0.001 0.008 -0.004
H 4.392096 2.192095 -1.022930 -0.009 -0.009 0.000
H 5.950975 -0.331911 2.046473 0.015 -0.001 0.012
H 4.767829 -0.003272 3.316052 0.000 -0.004 0.003
H 5.883614 1.275554 2.813011 0.000 0.008 -0.002
H 2.587427 3.048282 1.373786 0.005 -0.008 -0.015
H 4.035392 3.096759 2.409145 -0.016 0.009 0.014
H 2.614759 2.140891 2.883251 -0.018 -0.019 -0.013
C -7.062366 1.742625 -0.923472 -0.003 -0.001 0.004
Ge -5.154071 1.241473 -0.919692 0.016 0.061 -0.020
C -4.734491 0.674590 -2.754089 -0.005 -0.012 -0.002
C -4.081196 2.794321 -0.440173 -0.005 -0.023 -0.007
C -4.912857 -0.227825 0.359199 -0.006 -0.030 0.024
Se -3.206547 -0.193244 1.325771 0.049 -0.017 0.003
C -2.106288 -0.535032 -0.232552 0.100 -0.034 -0.222
H -7.245835 2.552896 -1.631965 0.002 -0.003 0.001
H -7.369921 2.079665 0.067732 0.001 0.003 0.004
H -7.686907 0.892567 -1.205426 0.001 -0.003 0.000
H -5.006930 1.462125 -3.459945 0.001 -0.002 0.004
H -5.289860 -0.227976 -3.016577 -0.003 0.002 0.004
H -3.671431 0.464494 -2.868057 0.009 -0.003 0.006
H -4.256874 3.611997 -1.142168 0.005 0.001 0.002
H -3.020214 2.543564 -0.454627 0.019 0.007 -0.002
H -4.315158 3.138513 0.567784 0.001 -0.005 0.007
H -5.049925 -1.195011 -0.131549 0.035 0.012 0.023
H -5.686765 -0.144512 1.125800 0.006 0.007 0.004
H -2.305828 0.216849 -0.996342 -0.005 0.035 0.005
H -2.325832 -1.526125 -0.629197 -0.002 0.011 -0.004
H -1.044789 -0.466810 0.020696 -0.103 0.033 0.277
```
Positions in Å, forces in eV/Å.

=====

How do the records compare in HOMO energy? In the order shown, they have -16.553, -0.116 eV.
How do the records compare in relative energy (zero: lowest compared OMol25 entry of this formula, charge and spin)? In the order shown, they have 140.1, 0.1 kJ/mol.
How do the records compare in max |F|? In the order shown, they have 0.0394, 0.0100 Eh/bohr.